Entry from the OMol25 dataset: 8 unconnected molecules or ions with the total composition C39H101N14O8P3 in a non-equilibrium geometry (ωB97M-V/def2-TZVPD).

## Properties
<S²>: 0.755
DFT total energy: -3938.75704 a.u.
highest occupied orbital energy (spin up / spin down): -0.3482 / -0.3482 Ha
Kohn-Sham gap (spin up / spin down): 6.9 / 2.7 eV

ORCA input file:
```
! wB97M-V def2-TZVPD RIJCOSX def2/J DEFGRID3
* xyz 1 2
C -3.3491 -1.7701 3.9902
O -3.8023 -0.7259 3.5151
N -3.5768 -3.0449 3.5324
C -3.0002 -4.1902 4.2307
C -4.5330 -3.2422 2.3819
H -2.8254 -1.7048 4.9564
H -2.7046 -5.0443 3.6214
H -3.6178 -4.6843 4.9808
H -2.0581 -3.8885 4.6885
H -4.0356 -3.8988 1.6681
H -5.5038 -3.7142 2.5329
H -4.6665 -2.2999 1.8505
C 1.0777 -1.9673 0.6352
O 2.2645 -1.8780 1.0299
N 0.0291 -1.4256 1.2492
C -1.3515 -1.8048 0.8854
C 0.1813 -0.6171 2.4503
H 0.6660 -2.4849 -0.2450
H -1.6734 -2.8282 1.0782
H -1.4349 -1.5153 -0.1621
H -1.9775 -1.1430 1.4838
H -0.3889 0.3095 2.3856
H -0.0107 -1.1309 3.3922
H 1.1961 -0.3231 2.7186
C 0.1266 -6.2265 3.5489
O -0.8579 -6.8820 3.3965
N 0.7979 -5.6087 2.5609
C 2.0783 -4.9246 2.7906
C 0.1858 -5.5009 1.2046
H 0.6198 -6.0489 4.5171
H 2.2333 -3.9455 2.3374
H 2.9064 -5.5864 2.5372
H 2.1399 -4.8333 3.8751
H 0.9158 -5.8828 0.4908
H -0.6707 -6.1508 1.0255
H 0.2196 -4.4342 0.9834
C 2.4991 -2.5672 -3.6813
O 1.4211 -2.8240 -3.1064
N 2.7707 -1.9395 -4.8340
C 4.1080 -1.8259 -5.3747
C 1.6404 -1.5260 -5.6794
H 3.4193 -2.8050 -3.1255
H 4.9108 -2.2224 -4.7531
H 4.4269 -0.7983 -5.5494
H 4.1789 -2.4186 -6.2866
H 1.7435 -2.2586 -6.4798
H 0.7035 -1.5707 -5.1241
H 1.7248 -0.6687 -6.3472
O -5.2896 -3.7360 -1.1209
P -5.4895 -3.1301 -2.4576
N -6.6569 -1.9182 -2.3861
C -6.3315 -0.4479 -2.1006
C -7.9875 -2.2657 -1.9486
N -6.0023 -4.2465 -3.6660
C -6.6950 -3.9206 -4.9289
C -5.5598 -5.6444 -3.5231
N -4.1860 -2.3611 -3.2632
C -2.7812 -2.9183 -3.1255
C -4.4176 -1.3995 -4.4260
H -6.8759 0.1863 -2.8003
H -5.2493 -0.3184 -2.1100
H -6.7848 -0.1438 -1.1571
H -8.7680 -1.8567 -2.5902
H -8.1643 -1.8899 -0.9409
H -8.1308 -3.3461 -1.9300
H -6.8912 -4.8630 -5.4402
H -7.6613 -3.4473 -4.7546
H -5.9608 -3.4220 -5.5617
H -5.4601 -5.7892 -2.4474
H -6.2379 -6.4289 -3.8592
H -4.5532 -5.7647 -3.9235
H -2.6005 -3.2901 -4.1341
H -2.1394 -2.0702 -2.8867
H -2.8206 -3.7764 -2.4546
H -4.0040 -1.8591 -5.3237
H -4.0016 -0.4416 -4.1139
H -5.4634 -1.2690 -4.7042
O 7.6234 -2.4129 -0.2684
P 6.9916 -1.3318 0.5633
N 8.0193 0.0447 0.6559
C 8.7193 0.4609 -0.5839
C 8.1279 0.9802 1.8094
N 6.6746 -1.8642 2.1286
C 7.6453 -2.6368 2.8783
C 5.3050 -2.0806 2.5438
N 5.5428 -0.5451 -0.0199
C 4.7387 -1.0214 -1.0901
C 5.1394 0.7022 0.6865
H 9.4614 -0.3184 -0.7575
H 9.1242 1.4721 -0.5437
H 8.0328 0.3258 -1.4198
H 8.9750 0.6680 2.4202
H 7.2102 0.9078 2.3929
H 8.2963 2.0159 1.5142
H 7.2987 -2.5934 3.9108
H 7.5507 -3.6770 2.5665
H 8.6659 -2.2781 2.7454
H 5.2559 -2.3341 3.6028
H 4.5975 -1.2561 2.4556
H 4.9234 -2.9781 2.0570
H 5.2850 -0.9632 -2.0315
H 4.6753 -2.1076 -1.0254
H 3.6956 -0.7066 -1.0604
H 4.1323 1.0668 0.4842
H 5.8296 1.5283 0.5160
H 5.1922 0.4265 1.7397
O 0.9333 4.0391 -3.1041
P -0.4553 3.4835 -2.9699
N -1.2633 3.4562 -4.4516
C -1.7477 4.7928 -5.1011
C -0.9674 2.4347 -5.3829
N -1.4202 4.5872 -2.0627
C -2.7799 4.2708 -1.8726
C -1.0617 6.0794 -2.0145
N -0.5719 1.9811 -2.1247
C 0.1968 1.8534 -0.8226
C -1.6877 1.0141 -2.2077
H -0.8406 5.2647 -5.4789
H -2.4565 5.3274 -4.4688
H -2.3516 4.6727 -6.0005
H -1.3751 2.7884 -6.3299
H -1.2612 1.4381 -5.0535
H 0.1170 2.3487 -5.4519
H -2.9647 3.4819 -1.1435
H -3.3080 5.0735 -1.3580
H -3.2828 4.1491 -2.8319
H -1.8134 6.6334 -1.4523
H -0.2106 6.2138 -1.3470
H -0.9191 6.4953 -3.0119
H 0.7848 0.9357 -0.8385
H 0.9182 2.6366 -0.5896
H -0.6714 1.8360 -0.1637
H -2.5651 1.3992 -1.6881
H -1.4731 -0.0220 -1.9460
H -2.1638 0.9056 -3.1822
C -2.4209 4.4371 4.1326
C -0.9264 4.4841 3.7067
C -0.6430 5.4814 2.6001
C 0.7745 5.8548 2.2568
C 1.3803 6.3548 3.5715
C 1.2598 5.3973 4.7679
N -0.1379 4.8371 4.9035
O -0.3527 4.0102 6.0018
C 2.2791 4.3017 4.6368
C 1.4782 6.2409 6.1017
C -0.5247 3.0581 3.1525
H -2.5710 3.5269 4.7131
H -3.1893 4.3473 3.3648
H -2.7135 5.2079 4.8455
H -0.9897 5.0100 1.6805
H -1.2160 6.3867 2.8006
H 0.7822 6.6200 1.4806
H 1.2562 4.9454 1.8975
H 0.9303 7.3398 3.6957
H 2.4325 6.5330 3.3498
H 3.2460 4.6949 4.9508
H 2.1229 3.4732 5.3276
H 2.4711 3.8902 3.6459
H 1.2947 5.6389 6.9917
H 2.4587 6.6379 6.3644
H 0.8967 7.1627 6.1196
H 0.5046 3.0126 2.7968
H -1.2916 2.8134 2.4176
H -0.5172 2.3327 3.9660
H -0.1248 3.1501 5.6414
*
```